Density functional theory data (ωB97M-V/def2-TZVPD) for a cluster of 2 separate species, C4H9NO in total.

Structure (XYZ):
```
15
C4H9NO (ωB97M-V/def2-TZVPD)
H 1.11 -1.44 0.02
N 0.42 -0.70 -0.14
C 0.84 0.17 -0.95
C 2.18 0.19 -1.61
H 0.16 1.00 -1.17
H 2.09 0.39 -2.68
H 2.71 -0.76 -1.46
H 2.78 1.00 -1.18
C -1.70 -0.21 1.92
C -1.79 0.32 0.51
O -1.59 1.48 0.21
H -1.24 -1.20 1.93
H -2.72 -0.30 2.32
H -1.13 0.48 2.54
H -2.11 -0.42 -0.25
```

## Properties
**Kohn-Sham gap**: 10.354 eV
**Highest occupied orbital energy**: -9.3 eV
**SMILES**: [H]/N=C\C.CC=O
**Energy relative to the best compared isomer or geometry (same formula, charge and spin)**: 1.7229 eV
**Max |F|**: 0.479 eV/A

Atom charges from the Löwdin analysis, given in e for atoms 1 to 8: 0.0684, 0.0909, -0.2688, -0.0762, 0.0984, 0.0757, 0.0719, 0.0811